DFT (ωB97M-V with the def2-TZVPD basis set) results for C32H45B2N12PTeV as an isolated structure in a non-equilibrium geometry.

Calculated values
HOMO energy (spin up / spin down) = -9.7 / -9.7 eV
LUMO (spin up / spin down) = -4.029 / -3.320 eV
Multiplicity = 3
Net charge = +1

Each line ends with the Mulliken spin population.
Element x y z (Å)
V (-0.86, -0.35, 1.38)  1.739
C (0.95, -2.96, 1.74)  0.023
C (0.15, -2.92, 0.46)  0.020
C (-0.11, -3.97, -0.47)  0.001
C (-1.14, -3.53, -1.29)  0.014
N (-1.52, -2.31, -0.90)  0.011
N (-0.68, -1.91, 0.19)  -0.023
B (-1.99, -1.12, -1.88)  0.052
N (-0.82, -0.53, -2.67)  0.000
C (0.25, -1.16, -3.38)  0.000
C (0.91, -0.21, -4.08)  0.000
C (0.24, 1.03, -3.78)  0.000
C (0.52, 2.33, -4.44)  0.000
N (-0.78, 0.82, -2.96)  0.000
N (-2.65, -0.01, -0.96)  0.045
C (-3.91, 0.61, -1.10)  0.019
C (-4.04, 1.68, -0.16)  0.011
C (-2.90, 1.57, 0.63)  0.045
C (-2.45, 2.50, 1.73)  0.020
N (-2.11, 0.51, 0.19)  -0.112
N (-3.12, -1.67, -2.80)  0.001
C (-3.49, -1.04, -3.99)  0.000
C (-4.24, -1.89, -4.76)  0.000
C (-4.34, -3.08, -3.92)  0.000
C (-5.02, -4.37, -4.19)  0.000
N (-3.65, -2.92, -2.79)  0.000
H (0.38, -2.32, 2.44)  -0.016
H (2.03, -2.60, 1.69)  0.000
H (0.98, -3.99, 2.13)  0.000
H (0.48, -4.91, -0.57)  0.001
H (-1.63, -4.00, -2.14)  0.001
H (0.41, -2.25, -3.39)  -0.001
H (1.71, -0.33, -4.81)  0.000
H (1.38, 2.77, -3.90)  0.000
H (-0.33, 3.01, -4.39)  0.000
H (0.76, 2.13, -5.47)  0.000
H (-4.58, 0.20, -1.87)  0.000
H (-4.89, 2.32, -0.03)  0.000
H (-2.31, 1.96, 2.65)  -0.001
H (-3.07, 3.41, 1.87)  0.001
H (-1.39, 2.80, 1.54)  0.000
H (-3.21, -0.07, -4.30)  0.000
H (-4.74, -1.66, -5.69)  0.000
H (-5.90, -4.36, -4.85)  0.000
H (-5.39, -4.72, -3.23)  0.000
H (-4.18, -5.09, -4.48)  0.000
B (0.45, 1.66, 4.09)  0.008
N (-0.68, 0.50, 4.23)  0.043
C (-1.32, 0.29, 5.39)  0.013
C (-2.08, -0.87, 5.31)  0.005
C (-1.96, -1.28, 3.95)  0.059
N (-1.11, -0.44, 3.29)  -0.054
N (0.89, 1.77, 2.59)  0.014
C (1.52, 2.84, 2.06)  0.025
C (1.80, 2.60, 0.72)  -0.001
C (1.35, 1.30, 0.46)  0.037
N (0.63, 0.86, 1.59)  -0.002
H (1.39, 1.26, 4.78)  -0.001
H (-0.13, 2.65, 4.46)  0.000
H (-1.07, 0.85, 6.27)  0.001
H (-2.63, -1.40, 6.07)  0.000
H (-2.44, -2.09, 3.39)  -0.004
H (1.86, 3.64, 2.60)  0.000
H (2.34, 3.21, -0.01)  0.000
H (1.26, 0.62, -0.42)  0.002
C (5.29, 0.39, -0.22)  0.000
P (4.31, -1.15, -0.12)  0.000
C (5.50, -2.19, -1.07)  0.000
C (4.80, -1.49, 1.61)  0.000
C (4.94, -2.82, 1.91)  0.000
C (5.19, -3.21, 3.23)  0.000
C (5.25, -2.25, 4.23)  0.000
C (5.05, -0.91, 3.93)  0.000
C (4.83, -0.52, 2.62)  0.000
H (6.32, 0.28, 0.24)  0.000
H (4.82, 1.30, 0.25)  0.000
H (5.41, 0.69, -1.26)  0.000
H (6.59, -2.08, -0.75)  0.000
H (5.44, -1.95, -2.10)  0.000
H (5.23, -3.25, -0.99)  0.000
H (4.94, -3.63, 1.13)  0.000
H (5.30, -4.26, 3.55)  0.000
H (5.25, -2.58, 5.27)  0.000
H (5.04, -0.18, 4.73)  0.000
H (4.66, 0.54, 2.41)  0.000
C (-1.74, 7.16, -0.34)  0.000
Te (-1.50, 5.45, -1.64)  0.000
C (-3.61, 4.84, -1.52)  0.000
H (-2.41, 7.83, -0.88)  0.000
H (-0.73, 7.56, -0.25)  0.000
H (-2.15, 6.82, 0.63)  0.000
H (-4.25, 5.73, -1.54)  0.000
H (-3.74, 4.32, -0.53)  0.000
H (-3.82, 4.15, -2.35)  0.000

DFT (ωB97M-V with the def2-TZVPD basis set) results for C47H39F12N4NaO3 as an isolated structure in a non-equilibrium geometry.

Calculated values
HOMO energy = -0.6 eV
LUMO = 3.669 eV
Net charge = -2

Each line ends with the Löwdin charge.
Element x y z (Å)
Na (0.06, -0.30, 0.33)  0.221
C (2.02, 1.37, 2.23)  0.002
C (1.59, 2.46, 1.29)  -0.272
C (1.69, 3.82, 1.63)  -0.041
C (1.29, 4.77, 0.71)  -0.094
C (0.86, 4.37, -0.55)  -0.041
C (0.81, 3.01, -0.81)  -0.226
N (1.11, 2.09, 0.10)  0.196
C (0.49, 2.48, -2.18)  -0.192
C (0.97, 3.16, -3.30)  -0.023
C (0.68, 2.63, -4.55)  -0.071
C (-0.03, 1.44, -4.63)  -0.023
C (-0.42, 0.82, -3.45)  -0.185
N (-0.20, 1.35, -2.25)  0.223
C (-1.09, -0.53, -3.48)  -0.202
C (-0.81, -1.43, -4.50)  -0.038
C (-1.43, -2.67, -4.48)  -0.071
C (-2.26, -2.99, -3.42)  -0.040
C (-2.45, -2.05, -2.40)  -0.294
C (-3.23, -2.38, -1.17)  -0.028
N (-1.91, -0.83, -2.47)  0.191
H (2.67, 0.68, 1.69)  0.092
H (2.51, 1.77, 3.11)  0.077
H (1.13, 0.80, 2.53)  0.067
H (2.06, 4.10, 2.60)  0.105
H (1.32, 5.83, 0.96)  0.099
H (0.55, 5.10, -1.29)  0.103
H (1.57, 4.05, -3.20)  0.101
H (1.02, 3.13, -5.45)  0.097
H (-0.27, 1.01, -5.59)  0.100
H (-0.09, -1.20, -5.27)  0.099
H (-1.23, -3.40, -5.26)  0.100
H (-2.72, -3.96, -3.34)  0.105
H (-3.99, -1.62, -0.96)  0.074
H (-3.70, -3.36, -1.24)  0.074
H (-2.55, -2.38, -0.31)  0.065
C (-1.39, -5.01, 5.69)  -0.088
C (-1.01, -4.33, 4.39)  -0.307
C (-0.26, -4.97, 3.41)  -0.084
C (0.06, -4.32, 2.23)  -0.041
C (-0.36, -2.99, 1.91)  -0.211
N (-0.05, -2.45, 0.71)  0.058
C (0.16, -3.24, -0.39)  -0.233
C (-0.68, -4.35, -0.66)  -0.057
C (-0.54, -5.15, -1.78)  -0.091
C (0.44, -4.90, -2.73)  -0.316
C (0.64, -5.77, -3.94)  -0.082
C (1.27, -3.80, -2.49)  -0.013
C (1.17, -2.96, -1.38)  -0.023
C (2.19, -1.79, -1.16)  -0.391
O (1.71, -0.64, -0.72)  -0.166
C (3.00, -1.45, -2.49)  -0.520
F (3.69, -0.31, -2.37)  0.129
F (2.15, -1.26, -3.53)  0.112
F (3.90, -2.38, -2.91)  0.098
C (3.29, -2.36, -0.16)  -0.524
F (3.76, -3.60, -0.48)  0.112
F (2.81, -2.45, 1.08)  0.155
F (4.38, -1.56, -0.09)  0.112
C (-1.03, -2.29, 2.99)  -0.032
C (-1.34, -3.00, 4.15)  -0.029
C (-1.42, -0.77, 2.96)  -0.366
O (-0.93, 0.03, 2.01)  -0.179
C (-0.98, -0.12, 4.37)  -0.513
F (0.28, -0.49, 4.68)  0.133
F (-0.96, 1.23, 4.30)  0.109
F (-1.74, -0.39, 5.46)  0.097
C (-3.00, -0.70, 2.89)  -0.516
F (-3.44, 0.58, 2.83)  0.129
F (-3.42, -1.31, 1.77)  0.144
F (-3.69, -1.27, 3.91)  0.110
H (-1.47, -6.09, 5.55)  0.058
H (-2.36, -4.65, 6.05)  0.063
H (-0.66, -4.84, 6.48)  0.063
H (0.09, -5.99, 3.57)  0.095
H (0.66, -4.84, 1.50)  0.104
H (-1.46, -4.56, 0.05)  0.111
H (-1.22, -5.99, -1.93)  0.099
H (-0.26, -6.36, -4.15)  0.061
H (1.47, -6.47, -3.82)  0.065
H (0.85, -5.17, -4.83)  0.061
H (2.05, -3.62, -3.23)  0.105
H (-1.89, -2.49, 4.93)  0.103
C (-6.45, 5.48, 2.05)  -0.066
C (-5.37, 4.60, 1.47)  -0.277
C (-4.13, 4.51, 2.07)  -0.015
C (-3.14, 3.67, 1.57)  -0.188
C (-1.78, 3.60, 2.24)  -0.017
C (-3.43, 2.89, 0.45)  -0.082
C (-2.37, 1.90, 0.04)  -0.192
O (-2.56, 0.76, -0.30)  0.065
C (-4.66, 2.99, -0.20)  -0.197
C (-4.96, 2.25, -1.48)  -0.030
C (-5.61, 3.85, 0.33)  -0.027
H (-6.08, 6.05, 2.90)  0.066
H (-7.30, 4.88, 2.39)  0.075
H (-6.83, 6.19, 1.31)  0.071
H (-3.92, 5.09, 2.97)  0.108
H (-1.77, 4.22, 3.14)  0.082
H (-0.99, 3.97, 1.58)  0.060
H (-1.53, 2.58, 2.52)  0.070
H (-1.34, 2.28, 0.10)  0.103
H (-4.24, 1.46, -1.68)  0.062
H (-4.94, 2.95, -2.32)  0.081
H (-5.96, 1.81, -1.44)  0.079
H (-6.58, 3.93, -0.17)  0.114

DFT (ωB97M-V with the def2-TZVPD basis set) results for C42H42FI2N3O3PSSc as an isolated structure.

Calculated values
HOMO energy = -7.5 eV
LUMO = -0.378 eV

Each line ends with the Löwdin charge.
Element x y z (Å)
Sc (-0.51, -0.01, 0.10)  0.341
C (5.81, 1.40, 3.88)  -0.041
C (4.77, 0.77, 4.80)  -0.295
C (4.51, 1.65, 6.01)  -0.146
C (3.52, 0.98, 6.95)  -0.127
C (2.26, 0.64, 6.21)  -0.132
C (1.05, 0.56, 6.87)  0.059
C (-0.11, 0.26, 6.17)  -0.250
F (-1.26, 0.20, 6.87)  0.074
C (-0.12, 0.05, 4.82)  0.091
C (1.10, 0.12, 4.14)  -0.030
C (1.10, -0.10, 2.70)  -0.324
O (0.01, -0.37, 2.13)  -0.192
C (2.35, -0.01, 2.05)  -0.069
C (3.47, 0.28, 2.78)  0.045
N (3.48, 0.50, 4.10)  0.045
C (2.29, 0.42, 4.82)  -0.058
C (2.55, -0.19, 0.56)  -0.601
O (3.69, -0.25, 0.12)  0.078
O (1.47, -0.26, -0.15)  -0.206
H (6.66, 1.70, 4.49)  0.088
H (5.40, 2.29, 3.39)  0.102
H (6.18, 0.72, 3.12)  0.083
H (5.14, -0.20, 5.15)  0.160
H (4.12, 2.61, 5.68)  0.139
H (5.46, 1.83, 6.51)  0.123
H (3.29, 1.62, 7.80)  0.123
H (3.97, 0.06, 7.36)  0.130
H (1.00, 0.73, 7.94)  0.134
H (-1.03, -0.13, 4.27)  0.128
H (4.40, 0.33, 2.25)  0.133
I (0.78, 2.94, 0.85)  0.900
C (0.36, 3.95, -0.98)  -0.503
I (-2.76, 1.30, 1.23)  0.232
H (0.72, 4.97, -0.84)  -0.012
H (-0.72, 3.94, -1.07)  -0.006
S (-0.79, 0.74, -2.33)  0.571
C (0.90, 0.83, -2.88)  -0.719
N (1.63, 1.89, -2.56)  0.000
C (2.91, 1.94, -2.93)  -0.134
C (3.53, 0.94, -3.65)  -0.073
C (2.77, -0.16, -4.02)  -0.070
C (1.44, -0.21, -3.64)  -0.116
H (0.89, 3.36, -1.75)  -0.048
H (3.44, 2.84, -2.63)  0.110
H (4.58, 1.02, -3.91)  0.097
H (3.21, -0.96, -4.59)  0.105
H (0.82, -1.06, -3.90)  0.089
C (-0.46, -4.73, -0.48)  -0.058
C (-0.02, -3.26, -0.32)  -0.605
C (0.70, -3.20, 1.03)  -0.033
C (0.96, -2.99, -1.47)  -0.040
N (-1.12, -2.21, -0.35)  -0.181
H (0.43, -5.35, -0.35)  0.091
H (-0.87, -4.96, -1.46)  0.069
H (-1.17, -5.04, 0.29)  0.064
H (1.50, -3.95, 1.06)  0.093
H (0.00, -3.41, 1.84)  0.090
H (1.15, -2.23, 1.21)  0.045
H (1.80, -3.69, -1.40)  0.096
H (1.36, -1.98, -1.44)  0.054
H (0.47, -3.15, -2.43)  0.069
C (-5.88, 0.35, -1.21)  -0.076
C (-4.78, 0.20, -2.04)  -0.068
C (-3.79, -0.71, -1.73)  -0.142
C (-3.88, -1.45, -0.55)  -0.359
C (-4.99, -1.32, 0.27)  -0.124
C (-5.99, -0.42, -0.06)  -0.088
P (-2.64, -2.73, -0.29)  0.939
C (-3.04, -3.50, 1.31)  -0.284
C (-3.40, -4.83, 1.51)  -0.092
C (-3.61, -5.31, 2.80)  -0.072
C (-3.46, -4.47, 3.89)  -0.074
C (-3.09, -3.14, 3.70)  -0.060
C (-2.87, -2.66, 2.42)  -0.092
C (-3.14, -3.81, -1.66)  -0.279
C (-4.32, -4.56, -1.63)  -0.077
C (-4.75, -5.22, -2.76)  -0.071
C (-4.04, -5.12, -3.95)  -0.076
C (-2.90, -4.33, -4.00)  -0.061
C (-2.45, -3.68, -2.87)  -0.090
H (-6.65, 1.06, -1.45)  0.106
H (-4.69, 0.80, -2.94)  0.113
H (-2.94, -0.83, -2.39)  0.047
H (-5.07, -1.90, 1.18)  0.103
H (-6.85, -0.31, 0.59)  0.107
H (-3.50, -5.50, 0.67)  0.098
H (-3.89, -6.35, 2.94)  0.105
H (-3.62, -4.85, 4.89)  0.105
H (-2.96, -2.48, 4.55)  0.107
H (-2.58, -1.63, 2.27)  0.053
H (-4.91, -4.60, -0.72)  0.104
H (-5.66, -5.81, -2.72)  0.105
H (-4.39, -5.63, -4.84)  0.104
H (-2.36, -4.22, -4.93)  0.108
H (-1.58, -3.04, -2.91)  0.096

Asked for ΔE to the lowest compared entry with this formula, charge and spin across the records above, the calculation gives 2.589, 0.320, 0.000 eV in order.
Asked for E across the records above, the calculation gives -3506.37986, -3620.04200, -4211.45567 hartree in order.